DFT (ωB97M-V/def2-TZVPD) results for a 11-piece molecular cluster, C50H65N12 overall in a non-equilibrium geometry.

The geometry in XYZ format:
```
127
Properties=species:S:1:pos:R:3:mulliken_charge:R:1
C -2.60101 -0.47272 1.06531 -1.460
C -3.08925 0.10793 -0.25559 -0.790
C -2.03709 0.32442 -1.29838 -0.003
C -2.36455 0.34722 -2.64803 -0.450
C -1.38846 0.53164 -3.60803 -0.872
C -0.06291 0.71229 -3.21518 -0.038
N 0.26331 0.71615 -1.91596 0.409
C 1.67274 0.92962 -1.51524 -0.941
C 1.81005 1.99992 -0.47094 0.919
C 2.30212 1.63411 0.87765 -1.064
N 1.47331 3.14838 -0.86178 -0.623
C -0.68111 0.52566 -0.96742 -0.027
H -1.74045 -1.09806 0.90110 0.479
H -3.38835 -1.04464 1.51634 0.417
H -2.28799 0.32520 1.71689 0.257
H -3.83076 -0.53991 -0.68893 0.480
H -3.56466 1.06129 -0.07322 0.473
H -3.38743 0.20934 -2.93388 0.514
H -1.63768 0.53842 -4.64595 0.468
H 0.72430 0.86285 -3.92230 0.468
H 2.08023 -0.01333 -1.19887 0.369
H 2.18165 1.27293 -2.39430 0.273
H 3.08297 2.31237 1.17969 0.348
H 1.49039 1.73812 1.58322 0.008
H 2.64673 0.61650 0.93026 0.481
H 1.60492 3.82480 -0.11152 0.208
H -0.34909 0.52316 0.04552 0.658
N -1.59793 -5.59273 0.69718 0.158
C -2.15238 -4.42060 0.28217 -1.214
C -1.31682 -3.86557 -0.65113 -0.157
C -0.20668 -4.74800 -0.80005 -0.763
C -0.41836 -5.80633 0.04629 -0.346
H -2.00674 -6.20870 1.37742 0.272
H -3.09556 -4.08825 0.67913 0.558
H -1.48267 -2.93809 -1.17627 0.622
H 0.63488 -4.62776 -1.46411 0.509
H 0.16481 -6.69280 0.22941 0.343
N -2.43815 2.54370 3.99827 0.191
C -3.68960 2.02513 3.77721 -0.677
C -4.10574 1.43752 4.93963 -0.550
C -3.06782 1.60528 5.89777 -0.705
C -2.05502 2.29574 5.29137 -0.359
H -1.89109 3.04208 3.32302 0.117
H -4.17767 2.12729 2.82301 0.646
H -5.05358 0.94959 5.09047 0.494
H -3.07197 1.26744 6.91967 0.423
H -1.10638 2.63696 5.66775 0.397
N -6.37524 -5.34038 0.03856 0.018
C -5.20560 -5.98502 -0.26027 -0.777
C -5.05108 -7.00743 0.63723 -0.382
C -6.16834 -6.97175 1.51764 -0.593
C -6.96643 -5.93419 1.12157 -0.478
H -6.74782 -4.55576 -0.46098 0.200
H -4.59217 -5.67291 -1.08776 0.684
H -4.23634 -7.71221 0.65359 0.542
H -6.36722 -7.63965 2.33777 0.404
H -7.90303 -5.57533 1.51033 0.398
N 2.42312 4.56972 -3.71972 0.231
C 1.98487 5.69352 -4.36386 -0.575
C 2.80652 5.90205 -5.44050 -0.596
C 3.78202 4.86603 -5.44135 -0.701
C 3.49793 4.04777 -4.38062 -0.288
H 2.03060 4.18011 -2.88036 0.179
H 1.14544 6.25652 -3.99530 0.420
H 2.73047 6.71622 -6.14018 0.405
H 4.58771 4.73761 -6.14427 0.438
H 3.97001 3.15201 -4.01377 0.478
N -1.54210 -6.53017 -3.32639 0.115
C -0.41579 -7.18609 -3.74110 -0.252
C -0.78809 -8.10150 -4.68855 -0.676
C -2.19674 -7.99553 -4.84904 -0.503
C -2.63171 -7.01863 -3.99426 -0.482
H -1.55924 -5.80715 -2.62856 0.223
H 0.55011 -6.94684 -3.33049 0.371
H -0.12710 -8.77427 -5.20732 0.407
H -2.81695 -8.57270 -5.51293 0.402
H -3.61920 -6.63438 -3.80569 0.376
N 6.69273 2.40453 -3.55505 0.067
C 7.74556 1.53985 -3.65777 -0.616
C 7.68920 0.68140 -2.59417 -0.599
C 6.55104 1.04185 -1.82229 -0.686
C 5.95653 2.11213 -2.43852 -0.379
H 6.48661 3.14300 -4.20277 0.209
H 8.44175 1.60687 -4.47513 0.413
H 8.38297 -0.11606 -2.39182 0.406
H 6.21183 0.57093 -0.91486 0.463
H 5.08651 2.69056 -2.17913 0.738
N -7.71929 4.36993 4.58749 -0.014
C -6.56124 4.06584 3.92996 -0.522
C -6.84283 4.03739 2.58925 -0.204
C -8.22740 4.32975 2.43670 -0.605
C -8.73924 4.52855 3.68949 -0.458
H -7.80902 4.45838 5.58203 0.193
H -5.64425 3.90456 4.46562 0.431
H -6.13629 3.83522 1.80114 0.445
H -8.78054 4.39057 1.51525 0.384
H -9.73530 4.77113 4.01517 0.381
N 3.22487 -5.81370 0.20195 0.132
C 3.34575 -7.05879 -0.35563 -0.195
C 4.62401 -7.49328 -0.13481 -0.642
C 5.30195 -6.47020 0.58313 -0.432
C 4.41309 -5.44799 0.77509 -0.528
H 2.39034 -5.25676 0.19013 0.172
H 2.51750 -7.52865 -0.85821 0.342
H 5.02979 -8.43869 -0.45077 0.406
H 6.32399 -6.48649 0.92013 0.394
H 4.52392 -4.49949 1.27088 0.371
N 4.76032 5.34294 1.89983 0.111
C 5.94672 4.84536 1.42754 -0.698
C 5.79668 4.64105 0.08290 -0.710
C 4.47576 5.03996 -0.26771 0.067
C 3.86229 5.46858 0.87925 -1.121
H 4.56791 5.57958 2.85488 0.199
H 6.78096 4.66940 2.08325 0.414
H 6.54608 4.25072 -0.58471 0.467
H 4.03392 5.02295 -1.25160 0.794
H 2.87287 5.85454 1.05807 0.510
N 2.21203 5.32595 4.83522 0.039
C 1.23954 6.06538 4.21966 -0.707
C 0.54445 5.22971 3.38851 -0.714
C 1.12339 3.93406 3.51124 0.685
C 2.15156 4.02793 4.41068 -1.240
H 2.86836 5.68336 5.50470 0.197
H 1.11998 7.11362 4.42931 0.432
H -0.29036 5.51660 2.77104 0.424
H 0.81901 3.03414 3.00262 0.460
H 2.83793 3.28656 4.78072 0.412
```

Computed properties:
Total charge: +1
Molecular weight, g/mol: 834.15
Frontier orbital gap, eV: 5.72
HOMO level, eV: -9.68
Spin multiplicity: 1